Arrangement i

Entry from OMol25: a 8-piece molecular cluster, H16O8 overall (ωB97M-V with the def2-TZVPD basis set).

```
24
H16O8 | OMol25 | ωB97M-V with the def2-TZVPD basis set
O -0.4992 -0.4937 -0.8066
H 0.2604 -0.3103 -1.3399
H -1.0408 0.3069 -0.9462
O 0.0676 -1.0601 0.9563
H 0.5113 -0.2218 1.0067
H 0.6510 -1.7302 1.0223
O -5.6393 -0.1299 -0.6836
H -4.9372 -0.2700 -0.0919
H -6.3430 0.3278 -0.2357
O -1.8882 -2.7217 1.1878
H -1.0274 -2.5258 1.2590
H -2.1571 -3.2933 1.9171
O 2.2336 2.2340 -0.3253
H 1.7571 1.5962 -0.7921
H 2.1981 3.0248 -0.9847
O -1.4852 4.1918 0.4973
H -0.7946 3.7094 0.0532
H -1.3902 5.1606 0.2225
O 1.8514 -2.6367 -1.1395
H 2.6927 -2.8951 -0.6952
H 1.8395 -3.0963 -1.9885
O 4.6861 0.1139 0.4383
H 4.6318 0.7404 1.1966
H 3.8217 -0.0210 0.2719
```

Values from the calculation:
HOMO level (eV): -9.133
SMILES string: O.O.O.O.O.O.O.O
Charge: 0

---

Arrangement ii

Entry from OMol25: a 8-piece molecular cluster, H16O8 overall (ωB97M-V with the def2-TZVPD basis set).

```
24
H16O8 | OMol25 | ωB97M-V with the def2-TZVPD basis set
O -4.2568 -0.7552 -0.4575
H -3.3283 -0.5070 -0.4280
H -4.6949 -0.1285 0.1218
O 0.0370 0.3279 0.3256
H 0.4117 0.0648 -0.5199
H -0.8465 0.6453 0.1112
O 0.8116 -1.4885 2.7055
H 0.6969 -1.0944 1.8345
H -0.0801 -1.6220 3.0322
O -0.2932 3.4605 1.4325
H 0.4228 3.0203 1.8963
H -0.8161 2.7457 1.0629
O 3.2831 -1.2182 -0.5096
H 3.1538 -0.2655 -0.5443
H 3.7059 -1.3766 0.3396
O 1.5056 -3.1876 -0.2825
H 0.8060 -3.0377 -0.9214
H 1.9880 -2.3480 -0.2445
O 1.9195 0.6683 -2.5568
H 2.0995 -0.0815 -3.1297
H 1.7620 1.4006 -3.1573
O -2.4322 1.4468 -0.1899
H -3.0332 2.0825 -0.5874
H -2.8218 1.2479 0.6668
```

Values from the calculation:
HOMO level (eV): -10.473
SMILES string: O.O.O.O.O.O.O.O
Charge: 0

---

Arrangement iii

Entry from OMol25: a 8-piece molecular cluster, H16O8 overall (ωB97M-V with the def2-TZVPD basis set).

```
24
H16O8 | OMol25 | ωB97M-V with the def2-TZVPD basis set
O -0.7514 -0.3005 0.0543
H -0.0334 0.3374 -0.0268
H -1.4778 0.2105 0.4286
O -0.6415 0.0340 4.3346
H -0.3180 0.2174 3.4454
H -0.5197 -0.9167 4.4370
O -4.5984 -2.5844 -1.7589
H -4.1227 -2.1939 -1.0171
H -5.4856 -2.7369 -1.4143
O -4.8418 2.4047 -0.7379
H -4.4895 1.5301 -0.9377
H -4.6968 2.5051 0.2097
O 1.7156 3.7046 -0.2388
H 2.3730 3.8054 -0.9363
H 1.6776 4.5742 0.1752
O 3.8794 1.0289 -2.2494
H 4.5597 0.3480 -2.1997
H 3.0712 0.5394 -2.4401
O 2.6623 -3.0972 -0.6451
H 2.4707 -3.7757 0.0121
H 3.4770 -2.6894 -0.3305
O 2.4443 -1.2062 0.9696
H 3.0128 -0.7076 1.5673
H 1.5534 -0.9183 1.1988
```

Values from the calculation:
HOMO level (eV): -10.693
SMILES string: O.O.O.O.O.O.O.O
Charge: 0

---

Arrangement iv

Entry from OMol25: a 8-piece molecular cluster, H16O8 overall (ωB97M-V with the def2-TZVPD basis set).

```
24
H16O8 | OMol25 | ωB97M-V with the def2-TZVPD basis set
O 0.5642 -0.7910 -0.1441
H 0.6360 -1.7372 -0.0648
H 1.4791 -0.4136 -0.1248
O 2.3635 2.5061 1.4454
H 2.4844 1.5353 1.5597
H 1.7206 2.6339 2.0960
O -1.4583 1.1894 1.9357
H -1.4365 0.2425 2.1369
H -2.1183 1.5061 2.5196
O 1.6816 -0.0806 -3.3162
H 0.8317 0.1122 -2.9543
H 2.3247 -0.1938 -2.5371
O -2.5292 -1.2418 -2.4101
H -2.9361 -0.7689 -3.2049
H -2.9578 -1.0252 -1.5764
O 4.0648 -0.7300 1.8663
H 3.9133 -1.6492 1.5807
H 3.2504 -0.3350 1.6715
O -1.0506 0.5697 -3.6444
H -1.5160 1.4531 -3.6858
H -0.2521 0.7970 -4.1074
O -3.1356 -0.8514 3.6851
H -2.5995 -1.1422 2.9286
H -3.3243 -1.5854 4.3448
```

Values from the calculation:
HOMO level (eV): -10.777
SMILES string: O.O.O.O.O.O.O.O
Charge: 0

---

Relative energies, unit kcal/mol: arrangement i 78.3; arrangement ii 0.0; arrangement iii 17.7; arrangement iv 33.3